This record from the Open Molecules 2025 dataset describes an isolated molecule of C4H5NOS2 in a non-equilibrium geometry. The level of theory is ωB97M-V with the def2-TZVPD basis set.

- Frontier orbital gap: 7.53 eV
- HOMO energy: -0.3351 Ha
- Energy above the lowest of the compared OMol25 structures with the same formula, charge and spin: 1.896 eV
- SMILES string: CN(C=O)C(=S)C=S
- E_LUMO: -1.6 eV
- Charge: 0

Each line ends with the natural charge from an NBO analysis.
Atoms and positions in Å:
1 C -1.522 -0.616 -0.674  -0.45
2 C 0.777 -0.046 -1.388  0.57
3 C 0.055 0.149 0.992  0.06
4 C 1.319 0.806 1.577  -0.30
5 H -2.350 0.117 -0.629  0.23
6 H -1.418 -1.136 -1.792  0.25
7 H -1.835 -1.438 0.079  0.23
8 H 1.891 -0.022 -1.078  0.15
9 H 1.688 0.484 2.515  0.23
10 N -0.181 -0.107 -0.330  -0.48
11 O 0.474 -0.180 -2.508  -0.52
12 S -0.951 -0.184 2.289  -0.03
13 S 2.054 2.174 0.950  0.05